C31H39CoN3O as an isolated structure. Source: the OMol25 dataset; level of theory: the ωB97M-V functional and the def2-TZVPD basis.

The value obtained for the HOMO-LUMO gap (spin up / spin down) is 0.1168 / 0.1965 Eh. As for the HOMO energy (spin up / spin down): -0.6 / -2.7 eV. The charge is -1. As for the spin multiplicity: 5.

CARTESIAN COORDINATES (ANGSTROEM)
Co  -1.1421  -0.5408  0.2832
N  -2.4568  0.6873  0.9585
N  -1.6679  1.8753  -1.4759
C  -0.0319  -2.0530  -0.3978
C  -1.3373  -1.9955  -1.0056
C  -2.3185  -2.0817  0.0478
C  -3.7959  -2.0512  -0.1558
H  -4.0017  -1.7317  -1.1846
H  -4.2653  -1.3216  0.5199
H  -4.2627  -3.0294  0.0187
C  -1.6156  -2.2755  1.2916
C  -2.2555  -2.8125  2.5440
H  -2.7891  -3.7608  2.3340
H  -3.0197  -2.1410  2.9785
H  -1.5210  -3.0265  3.3338
C  -0.2014  -2.1844  1.0261
C  0.9168  -2.4013  1.9977
H  0.7075  -1.9447  2.9757
H  1.8494  -1.9604  1.6160
H  1.1127  -3.4738  2.1678
C  -1.6337  -1.8323  -2.4607
H  -2.4727  -2.4800  -2.7612
H  -0.7406  -2.0528  -3.0605
H  -1.9263  -0.7853  -2.6608
C  1.2587  -2.1602  -1.1351
H  1.9888  -1.4493  -0.7234
H  1.1019  -1.8959  -2.1895
H  1.6932  -3.1726  -1.0839
C  -2.7793  0.5039  2.2709
H  -2.5378  -0.4640  2.7109
C  -3.3464  1.4965  3.0630
H  -3.5178  1.2550  4.1128
C  -3.6185  2.7599  2.5151
H  -3.9029  3.5991  3.1577
C  -3.5326  2.8802  1.1352
H  -3.7498  3.8161  0.6204
C  -3.0981  1.7702  0.3411
C  -2.9768  1.9286  -1.0629
H  -3.7518  1.8201  -1.8017
C  -0.6760  0.9876  -0.9827
C  -1.0973  2.8452  -2.3042
H  -1.6892  3.6185  -2.7525
C  0.2200  2.6215  -2.3179
H  1.0103  3.1077  -2.8608
N  0.4604  1.4329  -1.6107
C  1.7222  0.7853  -1.8967
C  1.9588  0.4530  -3.2538
C  3.2420  0.0597  -3.6414
H  3.4157  -0.2086  -4.6875
C  4.3042  0.0163  -2.7390
C  5.6772  -0.3674  -3.2021
H  6.0616  -1.2340  -2.6474
H  6.3860  0.4618  -3.0599
H  5.6442  -0.6200  -4.2688
C  4.0661  0.3978  -1.4184
H  4.8897  0.3838  -0.7001
C  2.8051  0.8377  -0.9846
C  2.6703  1.4058  0.3902
H  2.7575  2.5066  0.3974
H  3.4773  1.0099  1.0253
H  1.7078  1.1412  0.8395
C  0.8849  0.5354  -4.2970
H  0.4553  1.5429  -4.4034
H  0.0674  -0.1805  -4.1015
H  1.3352  0.2851  -5.2689
C  1.8161  1.6413  4.0187
C  0.6023  1.0331  3.3760
C  -0.1260  0.0570  4.2523
O  0.2084  1.3190  2.2344
H  1.5444  1.9911  5.0268
H  2.1944  2.4776  3.4228
H  2.6016  0.8734  4.1331
H  -0.7382  0.6116  4.9852
H  -0.8015  -0.5547  3.6399
H  0.5803  -0.5887  4.7967

Force components x, y, z for each atom (eV/Å):
1.45 3.33 0.34
-2.00 0.59 0.97
3.03 -0.30 -0.93
-0.03 -1.33 -0.19
0.01 -1.33 0.14
0.45 -1.53 -0.26
-0.05 0.20 0.14
-0.16 -0.09 0.18
0.02 -0.15 -0.15
-0.02 0.04 -0.07
-0.24 -0.97 0.02
-0.35 -0.03 0.13
0.25 0.24 0.08
0.21 -0.33 -0.10
-0.07 0.09 -0.17
-0.35 -0.60 -0.66
0.13 -0.03 0.13
0.11 -0.22 -0.29
-0.17 -0.06 0.09
-0.02 0.18 -0.01
-0.21 0.31 0.01
0.34 0.11 -0.15
-0.33 -0.09 -0.02
0.03 -0.31 -0.20
0.24 0.13 0.11
-0.02 -0.44 -0.21
0.25 -0.13 0.22
-0.08 0.15 -0.07
-0.76 1.29 0.60
-0.04 0.56 -0.31
0.69 -1.84 0.00
-0.06 0.17 -0.14
-0.25 1.23 0.30
0.01 -0.25 -0.33
0.46 -1.39 -1.20
-0.22 -0.15 0.09
-0.91 1.82 3.02
-0.24 -0.54 0.15
-0.19 0.14 -0.31
-0.42 0.39 -1.14
-0.13 -0.16 0.52
-0.05 0.17 0.01
0.11 -0.33 -0.47
0.03 0.11 0.04
-0.17 0.85 -0.18
0.84 0.91 -0.18
0.15 0.00 0.78
-0.03 0.00 0.20
-0.05 0.08 0.29
-0.47 0.14 0.19
0.24 -0.10 -0.10
-0.06 0.17 -0.14
-0.15 -0.22 -0.06
0.16 0.02 0.23
-0.37 0.04 -0.12
-0.19 0.08 -0.17
-0.05 -0.14 -0.85
-0.13 -0.16 0.44
-0.11 -0.35 -0.13
-0.21 0.13 -0.11
0.24 0.16 -0.13
-0.19 -0.26 -0.61
0.08 -0.47 0.17
0.23 0.39 0.00
-0.21 -0.05 0.21
0.37 0.35 -0.03
-1.08 0.37 -2.08
-0.51 -0.44 0.02
1.04 -0.45 2.70
0.15 -0.09 -0.25
-0.02 -0.18 0.11
-0.29 0.26 -0.05
0.25 -0.13 -0.23
0.28 0.22 0.26
-0.19 0.25 -0.07

Löwdin atomic charges, in units of e: number 1, Co, carries 0.337; number 2, N, carries -0.021; number 3, N, carries -0.055; number 4, C, carries -0.303; number 5, C, carries -0.309; number 6, C, carries -0.311; number 7, C, carries -0.043; number 8, H, carries 0.067; number 9, H, carries 0.071; number 10, H, carries 0.068; number 11, C, carries -0.291; number 12, C, carries -0.066; number 13, H, carries 0.074; number 14, H, carries 0.058; number 15, H, carries 0.068; number 16, C, carries -0.275; number 17, C, carries -0.046; number 18, H, carries 0.041; number 19, H, carries 0.071; number 20, H, carries 0.077; number 21, C, carries -0.058; number 22, H, carries 0.072; number 23, H, carries 0.056; number 24, H, carries 0.066; number 25, C, carries -0.045; number 26, H, carries 0.057; number 27, H, carries 0.060; number 28, H, carries 0.080; number 29, C, carries -0.178; number 30, H, carries 0.050; number 31, C, carries -0.142; number 32, H, carries 0.076; number 33, C, carries -0.183; number 34, H, carries 0.066; number 35, C, carries -0.080; number 36, H, carries 0.085; number 37, C, carries -0.283; number 38, C, carries -0.046; number 39, H, carries 0.101; number 40, C, carries 0.019; number 41, C, carries -0.050; number 42, H, carries 0.110; number 43, C, carries -0.092; number 44, H, carries 0.121; number 45, N, carries -0.002; number 46, C, carries -0.130; number 47, C, carries -0.205; number 48, C, carries -0.015; number 49, H, carries 0.110; number 50, C, carries -0.277; number 51, C, carries -0.064; number 52, H, carries 0.080; number 53, H, carries 0.080; number 54, H, carries 0.070; number 55, C, carries -0.015; number 56, H, carries 0.117; number 57, C, carries -0.204; number 58, C, carries -0.035; number 59, H, carries 0.097; number 60, H, carries 0.080; number 61, H, carries 0.047; number 62, C, carries -0.032; number 63, H, carries 0.069; number 64, H, carries 0.078; number 65, H, carries 0.076; number 66, C, carries -0.032; number 67, C, carries -0.459; number 68, C, carries -0.039; number 69, O, carries 0.040; number 70, H, carries 0.084; number 71, H, carries 0.079; number 72, H, carries 0.090; number 73, H, carries 0.099; number 74, H, carries 0.054; number 75, H, carries 0.084